[1]
20
Properties=species:S:1:pos:R:3:forces:R:3:lowdin_charge:R:1 method="wB97M-V/def2-TZVPD" e_lumo_ev=0.868 relative_energy_ev=0.8515 homo_energy_ha=-0.3083 smiles=CCSC.CC multiplicity=1 total_charge=0
C -0.23556 0.20778 -2.67086 -0.657 1.262 0.557 -0.56
C -0.63666 0.71705 -1.24727 1.261 -1.129 -0.743 -0.13
C -1.13323 -2.43477 -1.74847 0.180 -0.114 -0.521 -0.41
S -0.92348 -1.37245 -3.22191 -0.024 0.128 0.207 0.78
H -0.68591 0.93373 -3.32756 -0.389 0.020 -0.633 0.04
H 0.81111 0.36797 -2.88489 0.519 -0.686 0.268 0.06
H 0.27160 0.83669 -0.66236 0.078 0.228 0.124 0.05
H -1.16045 -0.09879 -0.76669 -0.682 0.506 0.316 0.03
H -0.90575 -1.99796 -0.77937 0.096 0.201 -0.175 0.02
H -2.17322 -2.75736 -1.74890 0.093 -0.080 0.084 0.03
H -0.47037 -3.27790 -1.91878 -0.101 -0.200 0.279 0.02
H -1.14876 1.66879 -1.31049 -0.368 -0.142 0.230 0.07
C 0.58063 1.49538 2.63396 -0.322 -0.592 0.028 -0.16
C 1.54530 0.34239 2.94226 -0.071 -0.114 -0.774 -0.17
H -0.41197 1.23877 2.99791 -0.148 -0.027 0.096 0.06
H 0.84320 2.41008 3.16280 0.229 0.116 -0.389 0.06
H 0.46080 1.63673 1.56130 0.146 0.364 0.035 0.04
H 1.02876 -0.61517 2.97889 -0.210 0.026 0.523 0.06
H 2.06749 0.56333 3.85761 0.238 -0.370 0.391 0.05
H 2.27648 0.13570 2.15282 0.130 0.603 0.096 0.06

=====

[2]
80
Properties=species:S:1:pos:R:3:forces:R:3:lowdin_charge:R:1 method="wB97M-V/def2-TZVPD" e_lumo_ev="-0.581 / -0.619" relative_energy_ev=0.3503 s_squared=0.7552 homo_energy_ha="-0.2825 / -0.2815" multiplicity=2 total_charge=0
Ru 1.29116 -1.26641 -0.69039 -0.084 0.332 0.241 0.75
N 3.68343 -1.19544 -0.83483 -0.263 0.041 -0.180 -0.04
C 4.07526 0.13130 -0.32516 0.002 0.015 -0.094 -0.25
C 3.11355 1.17462 -0.85386 -0.050 0.056 -0.033 -0.22
N 1.73836 0.88353 -0.39260 0.091 -0.112 0.043 -0.04
H 4.20688 -1.92544 -0.36587 -0.079 -0.044 0.045 0.08
H 3.90408 -1.25817 -1.82434 0.030 -0.060 0.030 0.08
H 5.10074 0.38798 -0.60502 -0.026 0.050 -0.008 0.12
H 4.00776 0.09722 0.75478 -0.001 0.012 0.191 0.09
H 3.11655 1.16814 -1.94782 -0.012 0.032 0.000 0.11
H 3.43143 2.16724 -0.52522 0.024 -0.021 0.017 0.12
H 1.12042 1.61473 -0.73107 0.003 -0.108 -0.071 0.04
H 1.74250 0.95442 0.62509 0.008 0.095 0.027 0.05
O -0.78486 0.78718 6.95645 0.011 0.029 -0.002 0.07
N -1.11876 -0.13444 6.23419 -0.041 0.005 0.049 -0.36
O -2.08711 -0.84569 6.42970 0.002 -0.008 -0.011 0.07
C -0.31597 -0.39467 5.05259 -0.005 -0.101 0.003 -0.17
C 0.75962 0.42700 4.76407 0.037 0.030 -0.045 0.07
C 1.48045 0.23131 3.61326 -0.085 -0.303 -0.089 -0.05
C 1.23421 -0.84825 2.66381 0.066 -0.029 0.054 -0.27
O 1.95601 -1.06644 1.65345 -0.325 0.188 0.179 -0.09
C 0.09679 -1.67105 3.06366 0.304 0.150 -0.033 -0.16
C -0.64488 -1.42905 4.20640 -0.003 0.021 0.049 0.06
N -0.34689 -2.83511 2.41420 -0.178 -0.030 0.036 0.03
O 0.30412 -3.22080 1.47029 0.051 -0.072 -0.162 -0.12
O -1.51906 -1.68489 -0.47023 0.181 -0.074 -0.084 -0.10
N 2.51669 1.22768 3.39083 -0.307 0.468 0.072 -0.32
O 2.74442 1.59061 2.24657 0.176 -0.192 -0.213 0.05
O 3.02761 1.74445 4.36310 0.231 -0.167 -0.016 0.09
H 1.01313 1.24410 5.42399 -0.007 -0.038 -0.011 0.14
H -1.47570 -2.08659 4.42175 -0.015 0.006 0.012 0.13
C -0.67409 -0.88713 -0.83622 -0.284 -0.144 0.751 -0.60
Ge -1.47731 0.94059 -1.14486 0.039 0.033 -0.039 1.03
C -0.56496 2.09504 -2.44145 -0.018 0.006 0.074 -0.30
C -0.98852 3.41639 -2.60443 0.057 0.001 -0.010 -0.12
C -0.37239 4.25522 -3.52252 -0.009 0.001 0.008 -0.08
C 0.67831 3.78409 -4.29795 -0.002 -0.001 0.003 -0.09
C 1.10569 2.47231 -4.15517 -0.001 -0.007 0.005 -0.09
C 0.48796 1.63643 -3.23328 -0.055 -0.041 -0.072 -0.13
C -3.33642 0.74412 -1.70518 0.080 -0.042 0.027 -0.26
C -4.24835 0.03276 -0.92437 0.003 -0.008 0.001 -0.10
C -5.56792 -0.10791 -1.32711 -0.005 0.002 -0.002 -0.08
C -5.99706 0.45668 -2.52066 0.022 0.001 0.008 -0.09
C -5.09836 1.15523 -3.31213 -0.007 0.000 -0.003 -0.09
C -3.77731 1.29464 -2.90673 0.001 0.009 -0.023 -0.11
C -1.34572 1.73721 0.64423 -0.055 0.010 -0.076 -0.26
C -0.72089 2.96052 0.87995 0.031 -0.027 0.016 -0.11
C -0.65331 3.49327 2.16202 -0.009 -0.006 0.011 -0.08
C -1.23803 2.81988 3.22464 0.006 0.018 -0.036 -0.08
C -1.87106 1.60414 3.00309 -0.046 -0.008 -0.019 -0.08
C -1.90649 1.05760 1.72826 0.014 0.043 0.030 -0.09
H 0.33605 -1.37450 -1.93254 0.579 -0.066 -0.757 0.00
H -1.81159 3.79829 -2.01004 -0.011 0.000 0.006 0.11
H -0.71433 5.27611 -3.63409 0.002 0.008 -0.003 0.10
H 1.15833 4.43705 -5.01524 0.003 0.004 -0.004 0.10
H 1.91736 2.09670 -4.76589 0.005 0.002 -0.010 0.10
H 0.82211 0.60766 -3.13430 0.011 0.038 -0.003 0.07
H -3.92708 -0.43454 -0.00304 -0.001 0.004 0.007 0.09
H -6.26111 -0.66378 -0.70893 -0.008 -0.003 0.001 0.10
H -7.02750 0.34749 -2.83360 -0.004 0.000 -0.004 0.10
H -5.42197 1.59222 -4.24830 -0.009 0.000 -0.004 0.10
H -3.08836 1.83759 -3.54325 0.013 0.007 0.010 0.09
H -0.27769 3.51393 0.05834 0.002 0.006 -0.001 0.09
H -0.15503 4.44017 2.32686 0.006 0.003 0.004 0.10
H -1.20230 3.23966 4.22201 -0.003 0.004 0.013 0.11
H -2.34005 1.07939 3.82620 -0.011 0.014 -0.021 0.10
H -2.37550 0.09149 1.58008 -0.010 -0.007 0.005 0.09
C -0.13177 -4.75610 -1.39276 -0.028 0.077 0.014 -0.27
As 1.42231 -3.63202 -1.14225 -0.018 -0.076 0.184 1.01
C 2.44676 -4.07490 -2.74170 -0.059 -0.021 -0.015 -0.29
C 2.41686 -4.61685 0.21522 -0.005 -0.118 -0.069 -0.28
H 0.16091 -5.80559 -1.39051 0.013 0.009 -0.001 0.03
H -0.61275 -4.51143 -2.33868 -0.003 0.032 0.013 0.03
H -0.81914 -4.54869 -0.57600 -0.016 -0.016 -0.008 0.02
H 2.63886 -5.14729 -2.78152 -0.022 0.013 -0.002 0.03
H 3.40025 -3.54761 -2.75211 -0.003 0.013 0.032 0.01
H 1.87522 -3.78014 -3.62123 0.020 0.024 0.000 0.03
H 3.01289 -5.40948 -0.23639 0.013 0.021 -0.025 0.03
H 1.69923 -5.05125 0.90714 0.038 0.008 -0.007 0.02
H 3.05332 -3.93372 0.77461 0.007 0.013 -0.008 0.02

=====

[3]
118
Properties=species:S:1:pos:R:3:forces:R:3:lowdin_charge:R:1 method="wB97M-V/def2-TZVPD" e_lumo_ev="-7.374 / -7.371" homo_energy_ha="-0.4605 / -0.4605" multiplicity=1 total_charge=+2
W 0.37255 0.24757 -0.22779 -0.149 3.150 1.025 0.93
C -1.87684 1.66371 2.80597 0.054 -0.032 -0.389 -0.24
As -0.79907 0.16307 2.11111 -0.336 0.163 2.150 1.18
C -2.10291 -1.18800 2.71315 -0.066 -0.169 -0.356 -0.24
C 0.42964 -0.24630 3.64457 0.066 -0.060 -0.276 -0.29
C 1.64874 0.64183 3.94998 -0.161 0.257 -0.199 -0.68
C 1.18690 2.08782 4.06727 0.063 -0.183 -0.108 -0.07
C 2.72155 0.48223 2.86960 -0.169 -0.127 -0.189 -0.31
As 2.38616 1.12398 0.99181 3.095 0.820 2.099 1.07
C 2.71746 3.08050 1.28591 -0.386 -0.051 -0.258 -0.23
C 4.28704 0.75734 0.50944 -0.185 -0.059 -0.275 -0.25
C 2.23802 0.14866 5.28414 0.262 0.000 0.039 -0.36
As 3.65165 1.06396 6.42449 -0.268 0.065 -0.302 1.16
C 4.69076 2.25099 5.21937 -0.126 -0.172 0.103 -0.35
C 2.54915 2.48377 7.23175 0.098 -0.007 -0.015 -0.34
H -1.45046 2.64393 2.61807 0.110 -0.006 -0.034 0.02
H -2.01841 1.53675 3.88016 0.115 -0.118 -0.084 0.05
H -2.85629 1.61699 2.32217 0.057 -0.052 -0.026 0.03
H -1.67702 -2.19361 2.68836 -0.010 0.124 -0.058 0.05
H -3.01376 -1.14682 2.11475 0.139 0.019 -0.009 -0.02
H -2.38039 -0.95928 3.74891 0.277 0.145 -0.223 0.06
H 0.76330 -1.27899 3.47059 -0.105 0.096 0.003 0.09
H -0.22373 -0.26546 4.52776 -0.004 0.024 -0.280 0.09
H 0.77522 2.42186 3.10864 -0.029 0.182 0.154 0.05
H 2.01313 2.73147 4.34974 0.024 0.153 -0.038 0.06
H 0.42275 2.16837 4.83733 -0.133 0.122 0.020 0.10
H 2.95939 -0.58718 2.77925 0.018 0.145 -0.102 0.08
H 3.63898 0.98226 3.20592 -0.180 -0.012 -0.296 0.06
H 3.12242 3.22561 2.28858 -0.103 -0.272 -0.067 0.03
H 1.81374 3.68247 1.18150 0.048 -0.103 0.025 0.02
H 3.46076 3.44193 0.57360 -0.111 -0.220 -0.036 0.03
H 4.92632 1.38493 1.14217 -0.327 -0.085 -0.061 0.05
H 4.50365 0.99542 -0.53378 -0.116 -0.020 0.063 0.03
H 4.54157 -0.28703 0.70189 -0.159 0.073 -0.031 0.03
H 2.63688 -0.85484 5.11729 0.027 -0.056 0.076 0.06
H 1.41727 0.02672 5.99504 0.011 0.019 0.124 0.07
H 5.33554 1.68516 4.55078 0.026 -0.093 -0.018 0.01
H 5.33858 2.83014 5.87559 0.020 0.008 0.055 0.02
H 4.08952 2.95403 4.64835 -0.093 0.040 -0.052 0.00
H 1.62644 2.06694 7.62909 -0.040 -0.078 0.006 0.02
H 2.31380 3.29634 6.54896 -0.033 0.004 -0.097 0.01
H 3.10537 2.90201 8.06876 0.047 -0.021 0.022 0.02
Cl -5.46992 -2.07469 1.39747 -0.061 -0.025 0.132 0.80
C -5.66029 -0.35886 1.23362 0.034 0.212 -0.042 -0.56
C -6.61532 0.29392 1.99459 -0.006 -0.002 -0.080 -0.08
C -6.76509 1.66664 1.88356 0.047 -0.044 -0.017 -0.06
C -5.95537 2.38527 1.02254 -0.057 0.066 0.068 -0.10
C -5.00395 1.72430 0.27148 -0.196 -0.266 0.100 -0.57
Cl -4.02180 2.63905 -0.83567 0.056 0.142 -0.122 0.76
C -4.83146 0.33748 0.34330 -0.228 0.036 0.250 -0.33
N -3.81739 -0.30323 -0.36865 0.296 0.338 -0.032 0.05
C -4.15936 -1.39280 -1.23442 -0.135 -0.237 -0.495 -0.25
C -5.27110 -1.31436 -2.06511 0.220 0.009 0.189 0.00
C -5.57864 -2.35610 -2.92029 -0.065 0.003 -0.041 -0.04
C -4.78164 -3.48614 -2.95299 0.025 -0.100 0.045 -0.05
C -3.67499 -3.57163 -2.12729 -0.057 0.150 0.101 -0.04
C -3.35310 -2.53072 -1.26812 -0.076 0.105 -0.097 -0.19
C -2.20834 -2.67068 -0.31298 -0.032 0.008 -0.270 -0.03
C -1.14260 -1.63819 -0.46703 -0.576 -0.704 0.201 -0.66
O -0.00324 -1.77289 0.12276 -0.685 -0.148 0.266 -0.25
O -1.26476 -0.53967 -1.09311 -1.720 -1.167 -0.487 -0.22
H -7.24002 -0.26932 2.67047 -0.021 -0.099 0.018 0.12
H -7.51651 2.18099 2.46147 -0.053 0.005 0.068 0.12
H -6.07832 3.45218 0.92639 0.049 0.105 -0.052 0.11
H -3.27414 0.39374 -0.87960 -0.132 -0.378 0.169 0.06
H -5.89998 -0.43834 -2.01348 -0.089 0.123 -0.052 0.13
H -6.44453 -2.28878 -3.55792 -0.134 0.012 -0.077 0.12
H -5.03407 -4.31364 -3.59408 -0.042 -0.100 -0.148 0.11
H -3.07239 -4.46718 -2.11899 0.104 -0.146 -0.042 0.12
H -1.74066 -3.65754 -0.36708 -0.035 0.070 0.017 0.15
H -2.61435 -2.57369 0.69832 0.239 0.083 0.041 0.10
C -0.76785 1.71391 -3.42487 0.169 0.173 0.407 -0.20
Ge 0.20784 2.62134 -1.95107 0.768 0.892 -1.787 0.75
C 2.21117 2.45913 -2.13105 -0.375 -0.123 0.005 -0.24
C -0.08388 4.57396 -2.16307 -0.204 -0.425 0.474 -0.17
C -0.49043 2.19932 -0.13278 0.336 -1.337 0.182 -0.46
H -0.48870 2.20097 -4.35537 0.092 0.080 -0.085 0.04
H -1.83785 1.86300 -3.29567 -0.128 -0.043 0.091 0.03
H -0.57466 0.64660 -3.52676 -0.023 0.093 0.068 -0.04
H 2.47854 2.88424 -3.09588 -0.084 0.038 -0.148 0.03
H 2.63903 1.45394 -2.07201 -0.086 0.241 -0.014 -0.04
H 2.68443 3.09440 -1.38677 -0.031 -0.015 0.126 0.00
H 0.33240 4.93455 -3.09552 0.150 -0.164 -0.247 0.04
H 0.37903 5.12672 -1.35008 0.082 -0.008 0.114 0.03
H -1.14738 4.79541 -2.15531 -0.124 -0.014 -0.001 0.03
H -1.58532 2.22208 -0.23224 0.152 -0.217 0.069 -0.04
H -0.23174 3.04379 0.52401 0.233 -0.421 -0.149 0.02
C 2.65278 -1.95766 -5.15559 -0.015 -0.314 0.106 -0.13
C 2.54565 -0.75212 -4.25327 -0.290 0.401 0.458 -0.50
C 2.00405 0.41258 -5.05777 0.017 0.172 0.110 -0.14
Sb 1.41505 -1.20058 -2.38204 1.603 -1.642 -1.122 1.58
C -0.09060 -2.75390 -3.02869 0.201 0.592 0.241 -0.47
C -1.11737 -2.11379 -3.95530 0.047 0.211 0.169 -0.12
C 0.44732 -4.04402 -3.61979 0.231 0.026 0.210 -0.10
C 3.13411 -2.23594 -1.33175 -0.474 0.319 -0.113 -0.51
C 3.79008 -3.39056 -2.06966 -0.107 0.172 -0.076 -0.12
C 2.75034 -2.65275 0.08437 -0.152 0.375 0.024 -0.16
H 3.43934 -1.77780 -5.88580 0.101 0.048 -0.101 0.10
H 1.73111 -2.10682 -5.71001 -0.144 -0.095 -0.052 0.08
H 2.89993 -2.86853 -4.62521 0.017 -0.191 -0.039 0.05
H 3.53685 -0.50465 -3.86627 -0.037 0.030 0.189 0.09
H 1.04833 0.15963 -5.51291 -0.117 0.047 0.001 0.08
H 2.70142 0.61972 -5.86839 0.046 0.051 -0.119 0.10
H 1.89464 1.32314 -4.47657 -0.056 0.035 -0.015 0.03
H -0.56850 -3.00146 -2.08090 0.073 -0.084 -0.147 0.04
H -0.65114 -1.73381 -4.86579 -0.022 0.056 -0.021 0.08
H -1.66794 -1.31337 -3.45616 0.031 0.014 -0.166 0.06
H -1.84985 -2.86500 -4.25064 -0.026 -0.061 -0.045 0.08
H 0.85050 -3.90269 -4.61707 0.081 -0.010 -0.040 0.07
H -0.38638 -4.74195 -3.70806 -0.058 -0.059 0.001 0.09
H 1.20060 -4.50612 -2.98477 0.019 -0.072 -0.085 0.06
H 3.86868 -1.41868 -1.27857 -0.254 -0.011 -0.045 0.06
H 3.12521 -4.24184 -2.19211 -0.031 -0.036 -0.040 0.07
H 4.64979 -3.73229 -1.49624 0.116 -0.050 0.099 0.09
H 4.15904 -3.07646 -3.03830 0.085 -0.085 -0.184 0.06
H 2.01528 -3.45923 0.08057 -0.039 0.080 0.036 0.08
H 2.32339 -1.81174 0.66608 0.214 -0.368 -0.083 0.02
H 3.63165 -3.02108 0.61166 0.071 0.037 0.049 0.09